1.
Below is a molecular structure, C40H43GeN3PtSSb2 in a non-equilibrium geometry, with properties calculated with the ωB97M-V functional and the def2-TZVPD basis.

Properties
Energy relative to the best compared isomer or geometry (same formula, charge and spin)   2.395 eV
Total energy   -130317.91615 eV
Largest force on an atom   1.43 eV/Å
Lowest unoccupied orbital energy (alpha / beta)   0.03 / -0.19 eV
HOMO-LUMO gap (alpha / beta)   6.7 / 6.4 eV

```
! wB97M-V def2-TZVPD RIJCOSX def2/J DEFGRID3
* xyz 0 1
Pt 1.10 -1.72 0.35
C 5.10 0.27 0.23
C 5.16 -1.22 0.21
C 6.12 -1.92 -0.53
C 6.14 -3.30 -0.48
C 5.21 -3.96 0.29
C 4.26 -3.20 0.96
N 4.25 -1.87 0.94
Sb 2.88 -4.16 2.29
C 2.01 -2.43 3.21
C 2.11 -2.46 4.59
C 1.59 -1.41 5.34
C 1.01 -0.36 4.66
C 0.93 -0.39 3.27
C 0.27 0.76 2.58
N 1.41 -1.41 2.55
C 1.20 -4.62 1.04
C 0.96 -5.93 0.66
C -0.24 -6.24 0.04
C -1.18 -5.24 -0.15
C -0.87 -3.93 0.22
C -1.84 -2.82 -0.03
N 0.31 -3.64 0.79
H 6.00 0.72 -0.19
H 4.22 0.61 -0.33
H 4.96 0.61 1.25
H 6.84 -1.37 -1.12
H 6.90 -3.85 -1.03
H 5.20 -5.04 0.36
H 2.59 -3.29 5.09
H 1.65 -1.41 6.42
H 0.60 0.49 5.18
H 0.54 1.70 3.06
H 0.54 0.80 1.53
H -0.82 0.66 2.64
H 1.70 -6.69 0.85
H -0.45 -7.25 -0.28
H -2.14 -5.45 -0.60
H -2.85 -3.22 -0.16
H -1.83 -2.11 0.80
H -1.56 -2.26 -0.92
S 1.48 0.28 -0.60
Sb -2.05 1.72 -0.11
C -4.00 2.01 0.74
C -4.19 1.68 2.08
C -5.44 1.78 2.68
C -6.53 2.20 1.93
C -6.37 2.50 0.59
C -5.11 2.41 0.00
C -1.07 3.26 1.03
C -1.73 4.07 1.95
C -1.04 5.05 2.66
C 0.31 5.24 2.44
C 0.98 4.45 1.51
C 0.29 3.47 0.81
C -2.38 2.92 -1.84
C -3.14 2.38 -2.88
C -3.33 3.08 -4.06
C -2.74 4.33 -4.23
C -1.97 4.87 -3.21
C -1.79 4.17 -2.03
H -3.35 1.34 2.68
H -5.56 1.53 3.73
H -7.51 2.28 2.39
H -7.22 2.82 0.00
H -5.00 2.68 -1.04
H -2.79 3.94 2.13
H -1.57 5.66 3.37
H 0.85 6.01 2.98
H 2.04 4.60 1.33
H 0.83 2.85 0.11
H -3.59 1.40 -2.77
H -3.93 2.65 -4.85
H -2.88 4.87 -5.16
H -1.51 5.84 -3.34
H -1.19 4.61 -1.24
C -0.89 -0.25 -3.38
Ge 0.83 -1.17 -3.30
C 2.27 -0.02 -3.96
C 0.72 -2.70 -4.54
C 1.26 -1.97 -1.59
H -1.03 0.16 -4.39
H -0.92 0.57 -2.67
H -1.71 -0.93 -3.18
H 2.18 0.13 -5.03
H 3.24 -0.48 -3.75
H 2.24 0.95 -3.45
H 0.53 -2.35 -5.56
H -0.10 -3.36 -4.26
H 1.64 -3.27 -4.54
H 2.00 -2.78 -1.76
*
```

2.
Below is a molecular structure, C40H43IrN4OP2S2Se, with properties calculated with the ωB97M-V functional and the def2-TZVPD basis.

Properties
Energy relative to the best compared isomer or geometry (same formula, charge and spin)   0.000 eV
Total energy   -158608.46917 eV
Largest force on an atom   0.39 eV/Å
Lowest unoccupied orbital energy   -7.00 eV
HOMO-LUMO gap   5.6 eV

```
! wB97M-V def2-TZVPD RIJCOSX def2/J DEFGRID3
* xyz 2 1
Ir -0.34 -0.63 -0.56
C -2.84 6.71 1.91
S -4.27 5.62 2.04
C -4.12 4.72 0.48
C -3.01 3.68 0.49
C -3.04 2.81 -0.76
N -2.07 1.69 -0.66
P -2.12 0.37 0.40
C -3.73 -0.07 0.96
C -4.46 -1.03 0.24
C -5.73 -1.37 0.66
C -6.27 -0.77 1.79
C -5.55 0.17 2.51
C -4.28 0.52 2.10
C -0.89 0.52 1.69
C -0.92 -0.33 2.81
C 0.23 -0.52 3.54
C 1.43 0.09 3.16
C 1.48 0.90 2.05
C 0.32 1.12 1.29
P -0.95 1.13 -1.79
C 0.36 2.31 -2.05
C 0.30 3.59 -1.51
C 1.34 4.48 -1.73
C 2.45 4.08 -2.47
C 2.52 2.80 -3.00
C 1.48 1.91 -2.79
C -1.83 0.88 -3.33
C -1.31 1.31 -4.55
C -2.04 1.12 -5.71
C -3.28 0.51 -5.66
C -3.81 0.10 -4.44
C -3.09 0.28 -3.28
H -2.87 7.37 2.78
H -2.90 7.33 1.01
H -1.90 6.16 1.93
H -4.00 5.43 -0.34
H -5.09 4.23 0.33
H -3.14 3.05 1.37
H -2.04 4.16 0.59
H -2.78 3.38 -1.65
H -4.03 2.40 -0.92
H -4.02 -1.52 -0.62
H -6.29 -2.12 0.12
H -7.27 -1.05 2.12
H -5.98 0.62 3.40
H -3.71 1.24 2.68
H -1.83 -0.84 3.09
H 0.21 -1.16 4.41
H 2.33 -0.07 3.75
H 2.40 1.40 1.77
H 0.33 1.89 0.53
H -0.56 3.90 -0.93
H 1.29 5.48 -1.32
H 3.26 4.78 -2.64
H 3.38 2.50 -3.58
H 1.54 0.91 -3.20
H -0.35 1.80 -4.60
H -1.63 1.45 -6.66
H -3.85 0.37 -6.57
H -4.79 -0.36 -4.41
H -3.51 -0.04 -2.33
Se -1.31 -2.39 -1.84
C 0.15 -3.20 -2.64
N 1.06 -3.71 -3.14
C 6.20 -4.01 0.12
C 5.26 -4.79 -0.78
C 3.79 -4.55 -0.45
N 3.44 -3.15 -0.76
C 2.33 -2.54 -0.46
S 1.96 -1.03 -1.19
N 1.45 -3.12 0.45
C 1.64 -3.51 1.79
O 0.71 -4.04 2.34
C 2.96 -3.28 2.44
C 3.74 -2.15 2.20
C 4.92 -1.97 2.90
C 5.34 -2.92 3.82
C 4.56 -4.05 4.06
C 3.36 -4.22 3.38
H 7.24 -4.23 -0.12
H 6.04 -4.26 1.17
H 6.07 -2.93 0.02
H 5.44 -5.86 -0.67
H 5.44 -4.56 -1.83
H 3.61 -4.75 0.60
H 3.14 -5.18 -1.05
H 4.04 -2.68 -1.42
H 0.48 -3.19 0.16
H 3.41 -1.39 1.50
H 5.52 -1.09 2.73
H 6.27 -2.79 4.36
H 4.88 -4.79 4.78
H 2.74 -5.08 3.57
*
```

3.
Below is a molecular structure, C40H43MgN3O7S2, with properties calculated with the ωB97M-V functional and the def2-TZVPD basis.

Properties
Energy relative to the best compared isomer or geometry (same formula, charge and spin)   0.119 eV
Total energy   -88097.76194 eV
Largest force on an atom   0.40 eV/Å
Lowest unoccupied orbital energy   0.28 eV
HOMO-LUMO gap   7.2 eV

```
! wB97M-V def2-TZVPD RIJCOSX def2/J DEFGRID3
* xyz 0 1
Mg -0.18 1.54 0.36
C -0.21 -3.69 2.69
O -1.11 -3.24 3.69
C -2.44 -3.48 3.43
C -3.10 -4.35 4.30
C -4.43 -4.66 4.12
C -5.12 -4.10 3.05
C -4.47 -3.22 2.20
C -3.13 -2.87 2.38
N -2.57 -2.01 1.43
C -1.65 -0.97 1.53
N -1.35 -0.57 2.77
C -0.49 0.46 3.25
C 0.19 1.34 2.43
C 1.00 2.28 3.10
C 1.11 2.34 4.48
C 0.39 1.44 5.27
C -0.41 0.50 4.65
O -1.16 -0.43 5.33
C -1.15 -0.39 6.74
N -1.17 -0.43 0.43
C -1.63 -0.97 -0.80
C -2.58 -0.29 -1.55
C -2.95 -0.72 -2.82
C -2.36 -1.86 -3.35
C -1.42 -2.57 -2.61
C -1.07 -2.14 -1.34
O -0.17 -2.79 -0.54
C 0.29 -4.05 -0.99
H 0.78 -3.36 3.00
H -0.43 -3.26 1.71
H -0.23 -4.78 2.62
H -2.52 -4.78 5.11
H -4.93 -5.34 4.80
H -6.16 -4.33 2.88
H -5.02 -2.75 1.39
H -3.06 -1.99 0.55
H -1.77 -1.12 3.51
H 1.56 3.00 2.51
H 1.74 3.08 4.96
H 0.47 1.49 6.35
H -1.82 -1.17 7.08
H -1.49 0.58 7.11
H -0.14 -0.58 7.13
H -2.99 0.62 -1.12
H -3.68 -0.17 -3.39
H -2.63 -2.20 -4.34
H -0.99 -3.47 -3.03
H 0.91 -4.45 -0.19
H 0.90 -3.96 -1.90
H -0.53 -4.74 -1.19
O 0.00 1.13 -1.74
S 0.93 1.85 -2.67
C 1.58 0.54 -3.75
C 2.98 0.05 -3.35
C 3.07 -1.07 -2.30
C 2.41 -0.87 -0.94
S 2.96 0.42 0.25
O 2.03 1.58 0.03
C 4.50 0.95 -0.48
C 4.57 2.23 -1.00
C 5.77 2.67 -1.54
C 6.88 1.84 -1.55
C 6.80 0.56 -1.00
C 5.61 0.12 -0.46
C -0.18 2.66 -3.84
C -1.52 2.71 -3.50
C -2.40 3.37 -4.34
C -1.94 3.98 -5.50
C -0.58 3.94 -5.82
C 0.31 3.28 -4.98
H 1.60 0.95 -4.76
H 0.82 -0.25 -3.70
H 3.59 0.91 -3.05
H 3.45 -0.35 -4.25
H 4.12 -1.32 -2.16
H 2.59 -1.96 -2.72
H 2.47 -1.80 -0.36
H 1.35 -0.63 -1.03
H 3.69 2.86 -0.98
H 5.84 3.67 -1.95
H 7.82 2.18 -1.97
H 7.67 -0.08 -0.99
H 5.55 -0.87 0.00
H -1.86 2.23 -2.58
H -3.45 3.42 -4.09
H -2.63 4.49 -6.16
H -0.22 4.42 -6.71
H 1.37 3.28 -5.21
C -2.07 4.94 0.34
C -1.37 3.61 0.19
O -2.02 2.54 0.32
O -0.12 3.60 -0.04
H -3.15 4.82 0.29
H -1.72 5.63 -0.43
H -1.80 5.36 1.31
*
```

4.
Below is a molecular structure, C40H43P2SiTl in a non-equilibrium geometry, with properties calculated with the ωB97M-V functional and the def2-TZVPD basis.

Properties
Total energy   -73312.22643 eV
Largest force on an atom   1.89 eV/Å
Lowest unoccupied orbital energy   -5.52 eV
HOMO-LUMO gap   6.1 eV

```
! wB97M-V def2-TZVPD RIJCOSX def2/J DEFGRID3
* xyz 2 1
C 0.92 -1.77 -2.28
C -0.16 -2.57 -1.84
C -1.41 -2.43 -2.46
C -1.58 -1.51 -3.49
C -0.51 -0.71 -3.90
C 0.74 -0.83 -3.29
P 0.07 -3.64 -0.42
C -1.37 -4.65 -0.08
C -2.55 -4.04 0.39
C -3.67 -4.82 0.68
C -3.61 -6.21 0.50
C -2.44 -6.82 0.05
C -1.31 -6.05 -0.24
Tl 0.47 -0.27 0.72
P 0.31 3.16 -0.32
C -1.06 2.54 -1.30
C -1.17 2.89 -2.66
C -2.24 2.41 -3.41
C -3.20 1.58 -2.82
C -3.07 1.21 -1.48
C -2.02 1.70 -0.72
C -0.13 4.57 0.68
C 0.85 5.15 1.51
C 0.50 6.15 2.41
C -0.82 6.60 2.49
C -1.80 6.04 1.66
C -1.47 5.03 0.76
C 1.72 3.50 -1.36
C 2.50 2.42 -1.83
C 3.58 2.67 -2.68
C 3.91 3.98 -3.04
C 3.15 5.05 -2.56
C 2.06 4.82 -1.72
C 1.55 -4.61 -0.64
C 1.96 -5.00 -1.93
C 3.13 -5.75 -2.09
C 3.89 -6.10 -0.97
C 3.49 -5.70 0.31
C 2.32 -4.97 0.48
H 1.89 4.79 1.45
H 1.27 6.59 3.05
H -1.09 7.39 3.19
H -2.83 6.39 1.72
H -2.22 4.59 0.11
H -0.41 3.53 -3.12
H -2.33 2.69 -4.46
H -4.03 1.20 -3.42
H -3.80 0.53 -1.03
H -1.94 1.44 0.34
H 2.25 1.40 -1.53
H 4.18 1.83 -3.05
H 4.76 4.17 -3.71
H 3.40 6.08 -2.84
H 1.47 5.66 -1.34
H 1.37 -4.71 -2.80
H 3.43 -6.06 -3.09
H 4.81 -6.68 -1.10
H 4.09 -5.98 1.18
H 2.00 -4.65 1.48
H -2.58 -2.95 0.53
H -4.58 -4.35 1.03
H -4.49 -6.82 0.73
H -2.39 -7.90 -0.08
H -0.39 -6.52 -0.59
H -2.24 -3.06 -2.14
H -2.55 -1.40 -3.96
H -0.66 0.03 -4.70
H 1.57 -0.21 -3.61
H 1.91 -1.88 -1.81
H 0.71 2.18 0.62
H 0.25 -2.80 0.72
C 0.86 -0.79 4.11
Si -0.21 0.77 4.15
C -1.37 0.63 5.63
C 0.92 2.26 4.44
C -1.11 1.00 2.56
H 1.01 -1.15 5.13
H 1.86 -0.60 3.68
H 0.38 -1.60 3.54
H -0.97 1.18 6.49
H -2.35 1.05 5.38
H -1.51 -0.42 5.93
H 1.98 1.99 4.30
H 0.67 3.08 3.76
H 0.79 2.62 5.47
H -2.00 0.38 2.36
H -1.31 2.03 2.23
*
```

5.
Below is a molecular structure, C40H44BCl3N4OTl in a non-equilibrium geometry, with properties calculated with the ωB97M-V functional and the def2-TZVPD basis.

Properties
Energy relative to the best compared isomer or geometry (same formula, charge and spin)   0.769 eV
Total energy   -93143.06972 eV
Largest force on an atom   1.05 eV/Å
Lowest unoccupied orbital energy   2.35 eV
HOMO-LUMO gap   5.4 eV

```
! wB97M-V def2-TZVPD RIJCOSX def2/J DEFGRID3
* xyz -1 1
Tl 0.14 0.01 -0.59
Cl 1.06 0.76 4.80
C 2.40 0.49 3.73
C 3.68 0.51 4.28
C 4.79 0.31 3.50
Cl 6.36 0.25 4.26
C 4.66 0.15 2.11
C 5.75 -0.03 1.23
C 5.52 -0.12 -0.12
C 4.21 -0.01 -0.59
N 3.18 0.14 0.21
C 3.35 0.18 1.54
C 2.13 0.26 2.36
O 0.96 0.13 1.89
H 3.80 0.69 5.34
H 6.75 -0.08 1.64
H 6.34 -0.25 -0.81
H 3.99 -0.03 -1.65
Cl -1.37 5.97 -1.63
C -0.25 4.89 -0.87
C 0.91 5.38 -0.30
C 1.75 4.45 0.31
C 1.40 3.11 0.31
N 0.29 2.65 -0.28
C -0.52 3.53 -0.84
H 1.15 6.43 -0.33
H 2.67 4.77 0.78
H 2.03 2.37 0.77
H -1.43 3.14 -1.29
C -1.61 -2.13 3.57
C -2.67 -1.36 2.79
C -4.04 -2.04 2.94
C -2.80 0.11 3.15
C -2.49 0.54 4.43
C -2.72 1.85 4.80
C -3.29 2.72 3.89
C -3.60 2.34 2.59
C -4.21 3.44 1.72
C -3.44 3.69 0.43
C -5.71 3.25 1.46
C -3.34 1.01 2.21
N -3.59 0.50 0.90
B -2.62 0.08 -0.10
N -3.47 -0.60 -1.08
C -4.81 -0.53 -0.67
C -4.88 0.12 0.51
C -3.15 -1.30 -2.28
C -3.12 -0.62 -3.52
C -2.77 -1.31 -4.68
C -2.49 -2.65 -4.66
C -2.54 -3.33 -3.46
C -2.85 -2.68 -2.26
C -2.75 -3.58 -1.03
C -4.02 -3.67 -0.17
C -1.53 -3.21 -0.18
C -3.39 0.87 -3.75
C -2.08 1.64 -3.54
C -4.53 1.49 -2.95
H -1.50 -3.13 3.15
H -1.88 -2.24 4.63
H -0.65 -1.62 3.50
H -2.38 -1.40 1.74
H -4.36 -2.00 3.99
H -3.97 -3.09 2.64
H -4.79 -1.56 2.33
H -2.06 -0.15 5.14
H -2.46 2.19 5.80
H -3.48 3.75 4.20
H -4.12 4.35 2.32
H -3.36 2.77 -0.15
H -2.43 4.03 0.65
H -3.94 4.45 -0.18
H -5.88 2.59 0.61
H -6.16 4.22 1.22
H -6.21 2.85 2.34
H -5.61 -0.95 -1.25
H -5.75 0.28 1.12
H -2.73 -0.76 -5.62
H -2.23 -3.18 -5.58
H -2.32 -4.39 -3.44
H -2.58 -4.59 -1.42
H -4.19 -2.76 0.39
H -3.92 -4.50 0.53
H -4.89 -3.86 -0.80
H -1.55 -2.16 0.09
H -0.61 -3.39 -0.74
H -1.50 -3.81 0.73
H -3.66 0.96 -4.80
H -1.75 1.51 -2.51
H -2.21 2.70 -3.76
H -1.30 1.24 -4.20
H -4.29 1.56 -1.90
H -5.45 0.91 -3.07
H -4.72 2.50 -3.33
*
```